Density functional theory data (ωB97M-V/def2-TZVPD) for a 18-piece molecular cluster, C60H165N21O27 overall.

Values from the calculation:
relative energy (zero: lowest compared OMol25 entry of this formula, charge and spin): 0.0 kJ/mol
E_tot: -5565.92755 Eh
LUMO energy: -0.3644 eV

Element x y z (Å)
C 2.25692 1.88443 -6.01076
O 1.38383 2.73747 -5.92313
N 3.33007 1.72406 -5.32253
N 2.08118 0.86979 -6.69404
H 3.96468 1.04575 -5.71910
H 3.67848 2.43040 -4.69024
H 2.62155 0.02738 -6.55826
H 1.16502 0.76414 -7.10584
C 3.26861 4.33561 -2.65598
O 4.28897 3.92290 -3.20676
N 3.17769 4.82564 -1.49418
N 2.11592 4.36656 -3.28289
H 2.24153 5.13470 -1.27466
H 3.93339 4.87413 -0.82585
H 1.86591 3.82078 -4.09512
H 1.36790 4.94907 -2.93466
C -2.03401 -2.97928 -8.95639
O -1.73836 -2.31431 -8.01685
N -2.61693 -4.16555 -9.01145
N -1.83213 -2.57293 -10.17429
H -2.99147 -4.50025 -9.88769
H -3.07544 -4.56038 -8.20277
H -1.51814 -1.64013 -10.40099
H -2.13013 -3.20050 -10.90740
C 2.75502 5.71467 3.85065
O 3.71549 5.12930 4.29506
N 1.66495 5.94987 4.51512
N 2.74487 6.08821 2.60522
H 1.58316 5.47058 5.40038
H 0.96553 6.38219 3.92859
H 3.63109 6.22792 2.14133
H 1.88776 6.47197 2.23346
C -3.65075 -2.10922 -0.34946
O -4.72529 -2.29838 0.15000
N -3.48289 -1.34267 -1.31732
N -2.55869 -2.72560 -0.02919
H -2.54468 -1.13616 -1.62912
H -4.21389 -0.94535 -1.88992
H -1.65774 -2.42860 -0.37586
H -2.63722 -3.46254 0.65700
C -1.13069 6.45301 -2.58366
O -0.09721 5.95277 -2.86076
N -2.32271 6.00426 -3.01114
N -1.27791 7.39335 -1.77609
H -2.31312 5.20716 -3.63133
H -3.24247 6.40796 -2.90547
H -0.48014 7.93538 -1.47631
H -2.24983 7.64924 -1.67612
O 0.25656 7.49808 2.48321
H 0.64454 8.29143 2.85241
H -0.67482 7.56626 2.69326
O -0.41846 0.17391 -7.93165
H -0.58682 -0.71927 -7.63145
H -1.27474 0.49904 -8.20970
O -0.11931 -1.85090 -1.02123
H 0.12661 -1.92977 -0.09953
H 0.02374 -0.92768 -1.22964
C 8.16109 -3.94380 3.10859
O 7.55786 -3.07094 4.01073
C 6.21537 -2.72983 3.69630
C 5.53377 -2.04512 4.91002
N 4.17080 -1.54074 4.57163
C 3.77309 -0.87875 5.78257
C 2.54191 -0.02114 5.54319
O 2.69620 0.81479 4.40694
C 1.58958 1.71829 4.19884
H 9.01406 -4.45732 3.55225
H 8.59137 -3.28634 2.35314
H 7.52717 -4.72760 2.69400
H 5.63333 -3.63933 3.54746
H 6.23020 -2.09659 2.80924
H 6.17979 -1.20113 5.15178
H 5.58425 -2.82296 5.67193
H 4.18187 -0.74724 3.94686
H 4.57510 -0.21307 6.10154
H 3.62861 -1.55766 6.62299
H 2.44937 0.61665 6.42226
H 1.65561 -0.65428 5.50199
H 1.59679 2.31975 3.28983
H 1.71608 2.55049 4.89134
H 0.66017 1.17104 4.35637
C 3.97730 -8.74834 -3.03278
O 4.06073 -7.37067 -3.25929
C 5.24124 -6.90828 -4.01548
C 4.93169 -6.79846 -5.51041
N 3.98194 -5.77439 -5.88975
C 2.67160 -5.94233 -5.27957
C 1.63141 -4.91172 -5.79846
O 1.93497 -3.55419 -5.50261
C 0.97156 -2.64619 -6.04803
H 4.41826 -9.15785 -2.12396
H 4.46793 -9.33610 -3.80861
H 2.95368 -9.12156 -3.06468
H 6.13215 -7.51833 -3.86643
H 5.54821 -5.94048 -3.61895
H 4.61241 -7.77029 -5.88685
H 5.83594 -6.52038 -6.05180
H 4.27960 -4.91522 -5.45005
H 2.75376 -5.73180 -4.21325
H 2.21617 -6.92966 -5.35617
H 0.63210 -5.14328 -5.42988
H 1.68774 -5.13036 -6.86482
H 1.27207 -1.59992 -5.99222
H 0.02208 -2.65817 -5.51284
H 0.71504 -2.84179 -7.08920
C 10.72762 3.68504 1.91678
O 9.41500 3.06926 2.12102
C 8.33089 3.84064 1.73753
C 7.08515 3.38602 2.38810
N 6.42253 2.41828 1.53086
C 5.11817 1.87899 2.04038
C 4.75473 0.68237 1.21823
O 4.00838 0.82216 0.03594
C 4.71644 1.38877 -1.01415
H 11.50143 3.04614 2.34237
H 10.64897 4.66962 2.37777
H 11.00430 3.83097 0.87263
H 8.15442 4.05535 0.68355
H 8.46079 4.90889 1.91096
H 6.33839 4.16617 2.53581
H 7.18305 2.98756 3.39793
H 7.06193 1.63775 1.48562
H 4.36751 2.63190 1.80008
H 5.15078 1.56230 3.08285
H 4.10902 0.12332 1.89545
H 5.68589 0.13997 1.05440
H 4.13246 1.57495 -1.91548
H 5.47017 0.65952 -1.31113
H 5.18251 2.33441 -0.73732
C -0.27516 -5.14160 -2.00766
O -0.17102 -6.58842 -1.86990
C 0.64201 -7.14440 -0.82686
C -0.02748 -6.85054 0.50606
N 0.72593 -5.83522 1.19938
C -0.05102 -4.96322 2.12985
C 0.73428 -3.67289 2.51729
O 1.19947 -3.06165 1.29485
C 1.82922 -1.85371 1.55315
H -0.63631 -4.72258 -1.06846
H -0.96549 -4.87954 -2.80945
H 0.64444 -4.63041 -2.29248
H 1.68081 -6.81971 -0.88659
H 0.73309 -8.21761 -0.99422
H -0.00612 -7.71680 1.16729
H -1.04652 -6.48665 0.37472
H 1.35590 -5.22631 0.69692
H -0.30544 -5.49342 3.04760
H -0.96750 -4.61151 1.65606
H 1.61348 -4.02616 3.05609
H 0.11909 -3.04188 3.15876
H 2.83585 -1.99847 1.94538
H 1.30837 -1.20787 2.26004
H 2.06637 -1.26192 0.66904
C -2.07125 -0.82856 -4.54350
O -1.58781 0.29607 -3.84256
C -0.19214 0.35231 -3.77592
C 0.28518 1.35904 -2.75215
N -0.35520 0.99689 -1.44004
C 0.29917 1.62862 -0.32043
C 0.19639 3.14610 -0.14355
O -1.14900 3.41484 0.35295
C -1.43995 4.77085 0.81310
H -3.15028 -0.81834 -4.69745
H -1.89742 -1.75493 -3.99603
H -1.46350 -0.95786 -5.43905
H 0.30166 0.64017 -4.70404
H 0.09302 -0.66118 -3.49374
H 0.03567 2.35423 -3.12017
H 1.37332 1.33906 -2.69168
H -1.30273 1.32909 -1.54930
H 1.36298 1.39119 -0.31526
H -0.18200 1.13759 0.52542
H 0.39759 3.76698 -1.01655
H 0.82822 3.43734 0.69554
H -2.36646 4.75571 1.38708
H -1.74834 5.44287 0.01224
H -0.64834 5.25384 1.38597
C -2.51322 -6.28021 -5.95315
O -3.57889 -5.46714 -5.71533
C -3.33885 -4.53349 -4.65947
C -4.59204 -3.66091 -4.44726
N -5.80185 -4.35134 -3.96910
C -6.92635 -3.45984 -3.77404
C -6.76176 -2.22364 -2.98107
O -6.10672 -1.42781 -3.93506
C -5.94424 -0.01150 -3.65394
H -2.69979 -6.82861 -6.87649
H -2.13655 -6.99407 -5.22061
H -1.63505 -5.75149 -6.32381
H -2.36525 -4.07647 -4.83651
H -3.27923 -5.10921 -3.73584
H -4.79887 -3.08826 -5.35136
H -4.35567 -2.91537 -3.68805
H -5.97029 -4.94078 -4.77178
H -7.58289 -4.06880 -3.15257
H -7.52080 -3.26867 -4.66745
H -6.21426 -2.48531 -2.07560
H -7.73037 -1.84801 -2.65123
H -5.55762 0.23624 -2.66538
H -6.81213 0.64026 -3.75435
H -5.30614 0.50601 -4.37025
C -2.01728 -0.32243 2.39894
O -1.53537 -0.41606 3.72047
C -2.64184 -0.27138 4.57404
C -2.03866 -0.47365 6.03861
N -2.93848 -0.03211 7.15759
C -2.31488 -0.05084 8.47601
C -1.82236 -1.35705 9.05685
O -0.46361 -1.47837 8.77596
C 0.03781 -2.63848 9.45502
H -2.53789 0.62293 2.24608
H -2.66048 -1.14045 2.07455
H -1.25756 -0.28776 1.61810
H -3.60018 -0.76315 4.40716
H -2.81127 0.80187 4.48726
H -1.01555 -0.09774 6.04488
H -1.88383 -1.55017 6.11101
H -3.71378 -0.67601 7.22390
H -3.10250 0.24615 9.16850
H -1.48893 0.65846 8.52891
H -2.44157 -2.14850 8.63462
H -2.05999 -1.34861 10.12060
H 1.06470 -2.69946 9.09463
H -0.36018 -3.65296 9.43181
H 0.21837 -2.43474 10.51047
C -4.98403 5.16327 3.49486
O -5.02372 4.41657 4.73315
C -4.12884 3.24758 4.72249
C -2.63122 3.68875 4.97723
N -2.41691 4.33598 6.24517
C -2.28834 3.37348 7.36051
C -2.32019 4.21963 8.69347
O -3.50901 5.01305 8.89484
C -4.71079 4.25624 8.79089
H -5.20311 4.80943 2.48744
H -4.13097 5.83932 3.43701
H -5.70158 5.94955 3.72934
H -4.17998 2.76842 3.74479
H -4.47070 2.44624 5.37753
H -2.40825 4.41540 4.19597
H -1.98127 2.83182 4.80025
H -3.25588 4.88203 6.37953
H -1.39544 2.75014 7.31278
H -3.06780 2.61180 7.34072
H -1.47180 4.90383 8.70817
H -2.25577 3.62789 9.60659
H -5.59542 4.88044 8.91700
H -4.74706 3.40637 9.47243
H -4.79983 3.79239 7.80854
C -2.06235 3.02654 -5.48120
O -2.87963 3.84366 -4.68504
C -3.28545 3.04999 -3.58394
C -4.54065 3.61265 -2.92357
N -5.02204 2.84827 -1.83198
C -4.29673 3.06945 -0.65684
C -4.89499 2.30636 0.55257
O -6.24146 2.64488 0.52749
C -6.95771 2.14857 1.68206
H -2.10216 3.67053 -6.35971
H -2.41397 2.06411 -5.85294
H -1.00703 3.04943 -5.20937
H -2.45682 2.89159 -2.89374
H -3.61376 2.08092 -3.95972
H -5.21720 3.52629 -3.77381
H -4.53649 4.68627 -2.73537
H -5.92156 3.11383 -1.45723
H -4.28970 4.14305 -0.46860
H -3.28454 2.69421 -0.80771
H -4.46550 2.70198 1.47297
H -4.82651 1.23035 0.39257
H -6.80119 1.07700 1.80597
H -8.01268 2.40997 1.76446
H -6.52243 2.60248 2.57234